Entry 1:
{"formula": "C68H187N17O17", "method": "the ωB97M-V functional and the def2-TZVPD basis", "energy_ev": -133676.796, "total_charge": 0, "lumo_energy_ev": 0.422, "homo_lumo_gap_ev": 8.817, "e_homo_ev": -8.4, "molar_mass_g_mol": 1515.35, "de_lowest_kj_mol": 343.3, "symbols": ["C", "C", "C", "O", "C", "N", "H", "H", "H", "H", "H", "H", "H", "H", "H", "H", "H", "C", "C", "C", "O", "C", "N", "H", "H", "H", "H", "H", "H", "H", "H", "H", "H", "H", "C", "C", "C", "O", "C", "N", "H", "H", "H", "H", "H", "H", "H", "H", "H", "H", "H", "C", "C", "C", "O", "C", "N", "H", "H", "H", "H", "H", "H", "H", "H", "H", "H", "H", "C", "C", "C", "O", "C", "N", "H", "H", "H", "H", "H", "H", "H", "H", "H", "H", "H", "C", "C", "C", "O", "C", "N", "H", "H", "H", "H", "H", "H", "H", "H", "H", "H", "H", "C", "C", "C", "O", "C", "N", "H", "H", "H", "H", "H", "H", "H", "H", "H", "H", "H", "C", "C", "C", "O", "C", "N", "H", "H", "H", "H", "H", "H", "H", "H", "H", "H", "H", "C", "C", "C", "O", "C", "N", "H", "H", "H", "H", "H", "H", "H", "H", "H", "H", "H", "C", "C", "C", "O", "C", "N", "H", "H", "H", "H", "H", "H", "H", "H", "H", "H", "H", "C", "C", "C", "O", "C", "N", "H", "H", "H", "H", "H", "H", "H", "H", "H", "H", "H", "C", "C", "C", "O", "C", "N", "H", "H", "H", "H", "H", "H", "H", "H", "H", "H", "H", "C", "C", "C", "O", "C", "N", "H", "H", "H", "H", "H", "H", "H", "H", "H", "H", "H", "C", "C", "C", "O", "C", "N", "H", "H", "H", "H", "H", "H", "H", "H", "H", "H", "H", "C", "C", "C", "O", "C", "N", "H", "H", "H", "H", "H", "H", "H", "H", "H", "H", "H", "C", "C", "C", "O", "C", "N", "H", "H", "H", "H", "H", "H", "H", "H", "H", "H", "H", "C", "C", "C", "O", "C", "N", "H", "H", "H", "H", "H", "H", "H", "H", "H", "H", "H"], "xyz": [[1.61, -3.06, -3.69], [3.08, -2.52, -3.81], [3.17, -1.98, -5.22], [3.18, -3.12, -6.07], [3.46, -2.76, -7.41], [3.31, -1.61, -2.75], [1.40, -3.57, -2.73], [1.32, -3.75, -4.51], [0.89, -2.21, -3.71], [3.74, -3.35, -3.63], [4.11, -1.45, -5.40], [2.37, -1.31, -5.47], [4.46, -2.34, -7.48], [2.72, -1.98, -7.71], [3.38, -3.69, -7.94], [4.24, -1.15, -2.87], [2.59, -0.90, -2.72], [5.83, 3.29, -0.59], [4.83, 2.62, 0.39], [5.49, 2.23, 1.70], [6.66, 1.40, 1.60], [7.04, 0.98, 2.91], [3.75, 3.53, 0.76], [5.62, 3.12, -1.64], [6.86, 2.99, -0.28], [5.80, 4.38, -0.45], [4.48, 1.74, -0.18], [4.78, 1.75, 2.36], [5.78, 3.13, 2.25], [7.17, 1.83, 3.59], [7.98, 0.41, 2.86], [6.30, 0.28, 3.30], [3.52, 4.16, 0.07], [2.93, 3.15, 1.17], [-3.97, -0.45, -4.51], [-5.16, 0.34, -5.02], [-5.81, -0.39, -6.23], [-4.89, -0.33, -7.29], [-5.30, -1.21, -8.32], [-6.25, 0.57, -4.03], [-3.38, -0.80, -5.33], [-4.43, -1.21, -3.92], [-3.38, 0.16, -3.84], [-4.92, 1.36, -5.32], [-6.66, 0.18, -6.56], [-6.05, -1.46, -5.98], [-4.45, -1.33, -8.96], [-6.14, -0.91, -8.92], [-5.47, -2.24, -8.03], [-6.21, 1.50, -3.69], [-6.17, -0.04, -3.26], [0.44, 4.07, 4.97], [0.60, 2.70, 4.30], [-0.19, 2.76, 2.99], [-1.60, 2.97, 3.25], [-2.34, 2.63, 2.08], [2.02, 2.59, 3.93], [-0.57, 4.34, 5.30], [0.82, 4.88, 4.38], [1.08, 4.07, 5.90], [0.12, 1.93, 4.93], [-0.08, 1.92, 2.28], [0.19, 3.68, 2.50], [-3.39, 2.64, 2.40], [-2.10, 1.59, 1.78], [-2.27, 3.37, 1.29], [2.57, 2.77, 4.73], [2.21, 1.64, 3.70], [-0.15, 4.45, -5.84], [-0.24, 3.04, -6.36], [-1.04, 2.84, -7.71], [-1.13, 1.48, -7.95], [-2.39, 0.85, -7.85], [1.07, 2.32, -6.46], [-1.16, 4.93, -5.86], [0.44, 5.11, -6.49], [0.31, 4.50, -4.83], [-0.86, 2.41, -5.72], [-0.52, 3.30, -8.55], [-2.01, 3.36, -7.61], [-3.04, 1.15, -8.67], [-2.89, 1.17, -6.90], [-2.30, -0.25, -7.81], [1.67, 2.95, -6.96], [0.94, 1.52, -7.06], [-9.69, 0.52, 1.10], [-9.18, -0.74, 1.80], [-8.21, -0.46, 2.97], [-7.10, 0.27, 2.50], [-6.38, 0.78, 3.60], [-10.23, -1.52, 2.39], [-10.24, 1.14, 1.89], [-10.32, 0.22, 0.28], [-8.86, 1.15, 0.82], [-8.62, -1.35, 1.10], [-7.90, -1.38, 3.52], [-8.77, 0.17, 3.66], [-5.52, 1.32, 3.19], [-6.06, -0.01, 4.27], [-7.01, 1.47, 4.23], [-10.84, -1.79, 1.64], [-10.78, -0.91, 2.99], [1.39, -4.32, 3.59], [0.10, -4.22, 2.87], [-0.10, -5.06, 1.65], [0.93, -5.07, 0.71], [0.62, -5.89, -0.42], [-1.04, -4.58, 3.72], [1.52, -5.32, 3.97], [1.30, -3.58, 4.39], [2.25, -4.05, 2.98], [0.03, -3.16, 2.54], [-1.09, -4.76, 1.24], [-0.32, -6.06, 1.98], [-0.12, -5.38, -1.07], [0.22, -6.85, -0.15], [1.51, -6.01, -1.02], [-0.85, -4.32, 4.70], [-1.85, -4.03, 3.40], [-4.70, 2.60, -0.96], [-4.77, 3.75, -2.05], [-4.67, 5.09, -1.37], [-3.45, 5.15, -0.65], [-3.37, 6.38, -0.01], [-3.78, 3.39, -3.03], [-4.93, 1.60, -1.30], [-5.47, 2.79, -0.22], [-3.72, 2.61, -0.50], [-5.79, 3.75, -2.55], [-5.54, 5.10, -0.61], [-4.68, 5.92, -2.03], [-2.43, 6.67, 0.41], [-4.09, 6.45, 0.89], [-3.66, 7.23, -0.62], [-2.83, 3.37, -2.65], [-3.77, 4.00, -3.83], [6.14, -4.28, 1.51], [5.72, -3.01, 2.28], [6.71, -2.86, 3.42], [6.72, -3.99, 4.27], [7.79, -3.91, 5.23], [5.65, -1.75, 1.51], [7.20, -4.25, 1.15], [5.42, -4.41, 0.70], [6.18, -5.23, 2.11], [4.71, -3.10, 2.65], [6.42, -1.93, 4.02], [7.65, -2.73, 2.97], [7.71, -4.94, 5.65], [7.61, -3.04, 5.92], [8.76, -3.68, 4.77], [4.89, -1.74, 0.83], [6.46, -1.64, 0.91], [2.80, 10.06, 4.46], [2.39, 9.66, 3.06], [2.28, 8.19, 2.91], [1.67, 7.89, 1.70], [1.48, 6.48, 1.58], [1.14, 10.40, 2.77], [3.15, 11.06, 4.62], [3.66, 9.38, 4.71], [1.95, 9.89, 5.09], [3.08, 9.94, 2.25], [1.86, 7.80, 3.81], [3.30, 7.86, 2.94], [2.43, 5.88, 1.58], [1.05, 6.24, 0.61], [0.75, 6.15, 2.36], [0.57, 10.38, 3.60], [0.68, 9.95, 2.00], [3.29, 3.72, -3.71], [2.62, 2.80, -2.71], [1.27, 3.25, -2.18], [1.23, 4.65, -1.97], [-0.07, 5.03, -1.63], [2.40, 1.40, -3.30], [4.01, 3.00, -4.19], [3.82, 4.54, -3.25], [2.59, 4.20, -4.45], [3.35, 2.67, -1.90], [0.97, 2.68, -1.34], [0.58, 2.87, -2.97], [-0.13, 6.10, -1.57], [-0.49, 4.55, -0.74], [-0.79, 4.75, -2.42], [1.90, 1.55, -4.18], [3.34, 0.99, -3.50], [2.38, 0.16, 0.72], [1.73, -1.23, 0.62], [0.44, -1.30, -0.23], [-0.59, -0.46, 0.29], [-1.58, -0.37, -0.71], [2.69, -2.25, 0.16], [2.63, 0.63, -0.25], [3.18, 0.09, 1.43], [1.61, 0.90, 1.15], [1.46, -1.60, 1.62], [0.19, -2.35, -0.15], [0.67, -0.94, -1.24], [-2.51, -0.62, -0.19], [-1.49, -0.99, -1.59], [-1.70, 0.68, -1.04], [2.96, -2.04, -0.83], [2.22, -3.18, 0.16], [-3.77, -1.71, 4.16], [-2.61, -1.02, 3.45], [-1.42, -0.62, 4.34], [-1.11, -1.65, 5.27], [0.09, -1.47, 6.06], [-2.16, -2.02, 2.49], [-4.30, -1.13, 4.94], [-3.42, -2.57, 4.71], [-4.55, -1.95, 3.49], [-3.03, -0.11, 2.98], [-1.66, 0.30, 4.96], [-0.56, -0.33, 3.69], [-0.13, -0.55, 6.72], [0.99, -1.36, 5.37], [0.24, -2.37, 6.67], [-1.38, -1.72, 1.95], [-2.97, -2.34, 1.97], [6.90, -0.55, -1.72], [6.96, -0.34, -3.25], [6.90, -1.66, -3.99], [7.97, -2.37, -3.60], [7.80, -3.74, -3.91], [5.84, 0.51, -3.79], [7.06, 0.45, -1.24], [7.65, -1.23, -1.29], [5.89, -0.90, -1.54], [7.92, 0.08, -3.47], [6.92, -1.62, -5.08], [5.92, -2.15, -3.76], [7.27, -3.73, -4.91], [7.13, -4.17, -3.19], [8.80, -4.11, -3.96], [5.59, 1.26, -3.18], [6.15, 0.94, -4.66], [-4.88, -6.01, 2.24], [-4.14, -7.09, 1.48], [-4.04, -6.58, -0.07], [-5.30, -6.60, -0.73], [-5.12, -6.37, -2.10], [-2.80, -7.49, 1.95], [-5.14, -6.33, 3.26], [-5.70, -5.53, 1.72], [-4.15, -5.20, 2.43], [-4.70, -8.00, 1.42], [-3.34, -7.27, -0.56], [-3.59, -5.56, -0.13], [-4.78, -5.32, -2.31], [-6.12, -6.38, -2.56], [-4.46, -7.14, -2.53], [-2.33, -6.70, 2.41], [-2.23, -7.55, 1.10], [4.83, 0.72, 6.19], [4.62, -0.73, 5.89], [3.61, -1.28, 6.89], [3.10, -2.51, 6.51], [4.12, -3.53, 6.64], [4.03, -0.88, 4.50], [5.31, 1.27, 5.36], [5.35, 0.85, 7.11], [3.83, 1.25, 6.37], [5.58, -1.35, 6.02], [2.77, -0.58, 7.04], [4.11, -1.39, 7.87], [4.57, -3.52, 7.65], [4.92, -3.45, 5.94], [3.60, -4.47, 6.50], [4.06, -1.87, 4.31], [4.83, -0.52, 3.95], [-4.48, -3.12, -0.79], [-5.24, -1.87, -0.50], [-6.65, -1.91, -0.93], [-6.62, -2.27, -2.33], [-7.98, -2.28, -2.85], [-5.17, -1.49, 0.94], [-3.41, -3.09, -0.49], [-4.64, -3.41, -1.83], [-4.94, -3.88, -0.16], [-4.80, -1.07, -1.15], [-7.17, -0.91, -0.86], [-7.16, -2.71, -0.38], [-7.83, -2.33, -3.92], [-8.34, -1.26, -2.70], [-8.61, -3.07, -2.45], [-5.48, -0.54, 1.05], [-5.69, -2.06, 1.58]]}



Entry 2:
{"formula": "C9H14BrNO2", "method": "the ωB97M-V functional and the def2-TZVPD basis", "energy_ev": -85183.666, "total_charge": 0, "lumo_energy_ev": 0.028, "homo_lumo_gap_ev": 9.252, "e_homo_ev": -9.2, "molar_mass_g_mol": 248.12, "smiles": "C[C@H]1C=CC[C@](C)(Br)[C@@]1(C)[N+](=O)[O-]", "de_lowest_kj_mol": 195.3, "symbols": ["C", "C", "C", "C", "C", "C", "C", "Br", "C", "C", "N", "O", "O", "H", "H", "H", "H", "H", "H", "H", "H", "H", "H", "H", "H", "H", "H"], "xyz": [[1.69, 1.51, 1.37], [0.33, 1.09, 0.81], [0.04, 2.07, -0.38], [-0.60, 1.73, -1.52], [-0.86, 0.32, -1.73], [-1.02, -0.55, -0.51], [-1.23, -1.99, -1.03], [-2.68, -0.13, 0.49], [0.14, -0.36, 0.49], [-0.04, -1.17, 1.79], [1.39, -0.87, -0.17], [1.88, -0.19, -1.06], [1.85, -1.85, 0.37], [1.66, 2.45, 1.83], [2.42, 1.47, 0.53], [2.01, 0.79, 2.06], [-0.56, 1.25, 1.43], [0.40, 3.11, -0.24], [-0.92, 2.40, -2.32], [-1.77, 0.04, -2.44], [0.08, 0.05, -2.35], [-1.65, -2.82, -0.26], [-0.32, -2.36, -1.64], [-2.11, -1.83, -1.70], [-0.35, -2.11, 1.42], [-0.70, -0.79, 2.52], [0.93, -1.26, 2.24]]}



Entry 3:
{"formula": "C32H39AsIN6O3Ru", "method": "the ωB97M-V functional and the def2-TZVPD basis", "energy_ev": -120418.881, "total_charge": 1, "lumo_energy_ev": -3.660, "homo_lumo_gap_ev": 6.876, "e_homo_ev": -10.5, "molar_mass_g_mol": 858.60, "de_lowest_kj_mol": 13.8, "symbols": ["Ru", "C", "C", "C", "C", "C", "C", "C", "C", "N", "C", "O", "C", "C", "C", "C", "C", "N", "C", "O", "N", "C", "C", "C", "C", "C", "C", "C", "C", "H", "H", "H", "H", "H", "H", "H", "H", "H", "H", "H", "H", "H", "H", "H", "H", "H", "H", "H", "H", "H", "I", "C", "H", "H", "C", "N", "C", "C", "C", "N", "C", "O", "N", "H", "H", "H", "H", "H", "H", "H", "C", "As", "C", "C", "H", "H", "H", "H", "H", "H", "H", "H", "H"], "xyz": [[-0.30, -0.51, -0.17], [0.37, -1.60, 4.33], [-0.83, -0.72, 4.12], [-1.78, -0.67, 5.13], [-2.88, 0.17, 5.05], [-3.00, 1.00, 3.95], [-2.07, 0.98, 2.92], [-2.26, 1.96, 1.79], [-0.99, 0.09, 2.98], [-0.04, 0.00, 1.89], [1.20, 0.43, 2.18], [1.60, 0.93, 3.23], [2.19, 0.19, 1.07], [3.55, 0.40, 1.19], [4.37, 0.04, 0.12], [3.82, -0.51, -1.03], [2.45, -0.67, -1.09], [1.69, -0.32, -0.05], [1.70, -1.14, -2.30], [2.34, -1.52, -3.28], [0.36, -1.02, -2.18], [-0.33, -0.91, -3.43], [-1.29, -1.86, -3.80], [-1.47, -3.11, -2.99], [-2.06, -1.66, -4.94], [-1.85, -0.55, -5.75], [-0.85, 0.35, -5.42], [-0.08, 0.19, -4.27], [1.04, 1.16, -4.01], [0.12, -2.44, 4.98], [1.17, -1.03, 4.80], [0.77, -1.99, 3.40], [-1.65, -1.30, 6.00], [-3.61, 0.20, 5.84], [-3.84, 1.69, 3.88], [-1.96, 2.96, 2.11], [-3.31, 2.02, 1.50], [-1.67, 1.70, 0.93], [3.94, 0.81, 2.11], [5.44, 0.19, 0.19], [4.41, -0.80, -1.88], [-0.52, -3.62, -2.89], [-2.17, -3.79, -3.48], [-1.86, -2.91, -1.98], [-2.81, -2.39, -5.21], [-2.45, -0.40, -6.64], [-0.65, 1.20, -6.06], [0.88, 2.08, -4.58], [1.99, 0.73, -4.32], [1.12, 1.40, -2.95], [-2.89, -1.16, 0.28], [-1.99, -0.02, -1.21], [-2.15, -0.44, -2.20], [-2.25, 1.03, -1.11], [-0.89, 3.80, -2.10], [-0.13, 3.86, -0.85], [0.17, 5.04, -0.26], [0.83, 5.11, 0.91], [1.18, 3.86, 1.52], [0.92, 2.71, 0.90], [0.26, 2.68, -0.25], [-0.05, 1.61, -0.83], [1.74, 3.78, 2.72], [-1.16, 4.82, -2.38], [-1.80, 3.21, -1.97], [-0.30, 3.35, -2.89], [-0.16, 5.93, -0.79], [1.04, 6.06, 1.38], [2.02, 4.60, 3.22], [1.90, 2.85, 3.11], [0.32, -4.34, -0.62], [0.18, -2.83, 0.58], [-1.00, -3.57, 1.93], [1.96, -3.03, 1.35], [0.74, -5.15, -0.01], [0.98, -4.12, -1.45], [-0.66, -4.64, -0.99], [-0.47, -4.37, 2.44], [-1.87, -3.99, 1.43], [-1.31, -2.81, 2.65], [1.95, -3.93, 1.96], [2.27, -2.19, 1.97], [2.67, -3.16, 0.53]]}



Entry 4:
{"formula": "C14H26N4O9PRuTe", "method": "the ωB97M-V functional and the def2-TZVPD basis", "energy_ev": -58485.520, "total_charge": 1, "lumo_energy_ev": -4.171, "homo_lumo_gap_ev": 6.812, "e_homo_ev": -11.0, "molar_mass_g_mol": 654.03, "de_lowest_kj_mol": 374.1, "symbols": ["Ru", "O", "C", "C", "N", "C", "C", "O", "O", "C", "C", "O", "O", "H", "H", "H", "H", "H", "H", "H", "H", "H", "C", "N", "C", "C", "O", "N", "C", "N", "H", "H", "H", "H", "H", "H", "H", "C", "C", "O", "P", "O", "Te", "O", "C", "C", "H", "H", "H", "H", "H", "H", "H", "H", "H", "H"], "xyz": [[0.06, -0.94, -0.75], [-1.57, 0.30, -0.32], [-1.63, 1.44, -1.19], [0.45, 1.81, 0.15], [1.26, 0.68, -0.39], [1.92, 1.05, -1.67], [1.04, 0.65, -2.89], [1.16, 1.24, -3.94], [0.27, -0.38, -2.68], [2.14, 0.22, 0.72], [1.33, -0.54, 1.82], [1.57, -0.51, 2.98], [0.35, -1.29, 1.26], [-2.31, -0.28, -0.53], [-2.58, 1.95, -1.07], [-1.51, 1.08, -2.22], [-0.02, 1.48, 1.08], [1.13, 2.61, 0.42], [2.86, 0.50, -1.75], [2.14, 2.12, -1.70], [2.68, 1.05, 1.18], [2.86, -0.49, 0.31], [-0.16, 6.44, 1.41], [-0.24, 5.03, 1.04], [0.11, 4.70, -0.34], [-0.81, 3.65, -0.94], [-1.78, 3.98, -1.59], [-0.53, 2.31, -0.78], [-0.68, 4.05, 1.83], [-1.07, 4.44, 3.04], [0.50, 6.96, 0.72], [0.27, 6.55, 2.40], [-1.14, 6.92, 1.38], [1.16, 4.44, -0.45], [-0.06, 5.58, -0.96], [-1.41, 3.74, 3.68], [-1.10, 5.39, 3.38], [2.12, -3.07, -1.64], [1.12, -4.11, -1.23], [0.63, -3.73, 0.09], [-0.91, -3.45, 0.31], [-1.39, -2.46, -0.69], [-0.75, -2.32, 2.43], [-1.69, -4.78, 0.14], [-1.53, -5.94, 1.02], [-2.58, -6.95, 0.65], [2.52, -3.27, -2.64], [2.94, -2.99, -0.93], [1.65, -2.07, -1.75], [1.58, -5.10, -1.12], [0.30, -4.17, -1.93], [-1.63, -5.60, 2.06], [-0.52, -6.32, 0.87], [-3.58, -6.54, 0.80], [-2.47, -7.83, 1.29], [-2.47, -7.25, -0.39]]}